{
  "formula": "C26H39MnN6OSSi",
  "method": "ωB97M-V/def2-TZVPD",
  "charge": 1,
  "homo_energy_ev": [-9.94, -9.98],
  "e_tot_ha": -3256.62035,
  "spin_multiplicity": 6,
  "homo_lumo_gap_ev": [7.95, 7.86],
  "elements": ["Mn", "C", "C", "C", "C", "C", "C", "N", "N", "Si", "C", "C", "C", "H", "H", "H", "H", "H", "H", "H", "H", "H", "H", "H", "H", "H", "H", "H", "O", "C", "C", "C", "C", "C", "C", "C", "C", "N", "H", "H", "H", "H", "H", "H", "H", "H", "H", "H", "H", "C", "C", "C", "N", "C", "C", "H", "H", "H", "H", "H", "S", "C", "N", "C", "C", "C", "N", "H", "H", "H", "H", "H", "H", "H", "H"],
  "xyz": [[0.23509, 0.50228, 0.27353], [-3.06165, 2.08484, 1.57598], [-3.08969, 0.67065, 1.07930], [-4.24432, -0.08266, 1.11320], [-4.20455, -1.38661, 0.61326], [-3.04517, -1.89404, 0.08058], [-1.89525, -1.07536, 0.05215], [-1.94436, 0.17430, 0.58498], [-0.68241, -1.38171, -0.46749], [-0.21222, -2.98294, -0.94030], [-1.32760, -3.65884, -2.30126], [-0.30047, -4.19107, 0.48677], [1.53307, -2.89826, -1.59480], [-4.02445, 2.36551, 1.99795], [-2.82424, 2.76242, 0.75473], [-2.29604, 2.22143, 2.34098], [-5.15473, 0.33256, 1.51989], [-5.09585, -2.00136, 0.63782], [-3.01035, -2.89536, -0.32248], [-2.19405, -4.18183, -1.89358], [-0.77909, -4.37619, -2.91530], [-1.70993, -2.88096, -2.96404], [-1.26806, -4.14787, 0.99113], [0.48070, -4.02399, 1.22891], [-0.17824, -5.20760, 0.10396], [1.66991, -2.04434, -2.26400], [1.78825, -3.80523, -2.14532], [2.25316, -2.79753, -0.78178], [-0.28363, 2.82056, -0.10166], [-0.04711, 3.93115, 0.77074], [1.42628, 4.12111, 1.09460], [2.12470, 2.86238, 1.62801], [1.36717, 2.22293, 2.75804], [1.57886, 2.59991, 4.07857], [0.82809, 2.01363, 5.08207], [-0.12273, 1.06503, 4.74076], [-0.27960, 0.74689, 3.40735], [0.44440, 1.30804, 2.43230], [0.23545, 2.93702, -0.91380], [-0.62215, 3.72389, 1.67283], [-0.45466, 4.84039, 0.32323], [1.49606, 4.92568, 1.83220], [1.96329, 4.46579, 0.20735], [3.13112, 3.12242, 1.95656], [2.23924, 2.13432, 0.82039], [2.33254, 3.34166, 4.30684], [0.98302, 2.29002, 6.11645], [-0.73336, 0.58028, 5.48885], [-1.01784, 0.01771, 3.09088], [4.11182, -2.29474, 2.01212], [2.81506, -2.42797, 2.48482], [1.83378, -1.60405, 1.96603], [2.07257, -0.68596, 1.02628], [3.32435, -0.56338, 0.57752], [4.37028, -1.34254, 1.04007], [4.90464, -2.92367, 2.39429], [2.56151, -3.15904, 3.23960], [0.80808, -1.68953, 2.30541], [3.48481, 0.17141, -0.20167], [5.36257, -1.20636, 0.63434], [1.55279, 1.19191, -1.90599], [0.48024, 0.78129, -3.19885], [0.69002, 1.34372, -4.39066], [-0.13542, 1.08726, -5.56731], [-1.53993, 0.72169, -5.11708], [-1.46003, -0.40960, -4.10677], [-0.53315, -0.05026, -3.03751], [1.47025, 1.97636, -4.44786], [0.30090, 0.27756, -6.15763], [-0.13757, 1.98595, -6.18126], [-2.13730, 0.41574, -5.97436], [-2.02154, 1.59003, -4.66401], [-1.12299, -1.33184, -4.58953], [-2.42880, -0.60920, -3.65206], [-0.63349, -0.51577, -2.12526]],
  "forces_ev_per_a": [[0.03, -0.01, -0.04], [-0.04, 0.04, -0.01], [-0.01, 0.04, 0.03], [-0.04, -0.04, 0.01], [0.02, 0.00, 0.00], [-0.08, 0.03, 0.02], [0.03, 0.02, 0.05], [-0.13, -0.03, -0.09], [0.10, 0.10, 0.13], [-0.08, -0.12, -0.06], [0.00, -0.01, 0.00], [0.00, -0.08, -0.04], [0.05, 0.10, 0.01], [0.00, 0.01, 0.00], [0.00, -0.01, -0.01], [0.01, -0.04, 0.01], [0.00, 0.01, 0.00], [-0.01, 0.01, 0.01], [-0.01, 0.02, 0.01], [-0.01, -0.04, -0.01], [0.00, -0.02, -0.01], [0.02, 0.01, 0.00], [0.00, 0.00, 0.02], [0.02, 0.02, 0.02], [0.01, -0.03, 0.04], [0.01, -0.01, 0.00], [-0.03, -0.02, -0.01], [0.05, 0.02, 0.03], [0.09, 0.05, 0.01], [0.01, -0.05, 0.01], [-0.02, 0.09, 0.03], [-0.07, -0.02, 0.02], [0.02, 0.00, -0.05], [0.00, -0.01, -0.01], [0.03, 0.03, 0.01], [-0.03, -0.02, 0.05], [-0.01, -0.01, -0.07], [-0.03, -0.06, 0.05], [-0.04, -0.03, -0.01], [0.02, -0.01, 0.00], [0.01, 0.00, 0.00], [0.02, -0.01, 0.01], [-0.01, 0.01, -0.02], [0.01, 0.01, 0.01], [0.00, 0.01, 0.00], [0.00, 0.00, 0.01], [0.00, 0.01, 0.00], [0.00, 0.00, 0.00], [-0.01, 0.02, -0.01], [-0.02, 0.00, 0.01], [0.01, 0.00, 0.00], [-0.02, -0.01, -0.01], [0.12, 0.06, 0.01], [-0.04, -0.02, -0.05], [0.01, 0.00, 0.00], [0.00, 0.00, -0.01], [0.00, 0.00, 0.00], [-0.02, -0.01, -0.01], [0.01, 0.00, 0.00], [0.00, 0.01, 0.00], [-0.06, -0.09, -0.10], [-0.03, 0.08, 0.11], [0.01, 0.00, 0.00], [0.00, -0.03, 0.00], [-0.01, -0.02, -0.01], [0.07, 0.04, -0.08], [-0.01, 0.02, -0.15], [0.00, -0.01, -0.01], [-0.01, 0.00, -0.01], [-0.01, 0.00, 0.00], [0.00, 0.00, 0.00], [0.01, 0.01, 0.01], [-0.01, 0.03, -0.01], [-0.03, 0.02, 0.00], [0.08, -0.03, 0.16]],
  "mulliken_charge": [1.159, -0.996, 0.433, -0.874, -0.818, -0.798, 1.101, 0.289, -0.085, -0.256, -1.259, -1.087, -0.752, 0.478, 0.103, 0.072, 0.449, 0.444, 0.244, 0.416, 0.383, 0.276, 0.348, 0.225, 0.420, 0.183, 0.491, 0.146, -0.371, -0.782, -0.945, -0.279, 0.552, -0.735, -0.562, -1.037, -0.762, 1.039, 0.092, 0.315, 0.473, 0.427, 0.412, 0.732, -0.681, 0.571, 0.432, 0.502, 0.425, -0.370, -0.967, -0.485, 1.021, -0.452, -0.882, 0.417, 0.499, 0.486, 0.348, 0.469, -0.721, 0.676, -0.159, -0.670, -0.815, -0.702, 0.742, 0.263, 0.301, 0.403, 0.389, 0.316, 0.398, 0.435, -0.493]
}

{
  "formula": "C50H43Br2CsN9O3S2",
  "method": "ωB97M-V/def2-TZVPD",
  "charge": -1,
  "homo_energy_ev": -4.83,
  "e_tot_ha": -8614.41979,
  "spin_multiplicity": 1,
  "homo_lumo_gap_ev": 6.51,
  "elements": ["Cs", "C", "C", "C", "C", "N", "C", "N", "C", "N", "C", "N", "C", "C", "C", "C", "C", "N", "C", "C", "C", "C", "C", "C", "H", "H", "H", "H", "H", "H", "H", "H", "H", "H", "H", "H", "C", "C", "C", "O", "C", "O", "O", "H", "H", "H", "H", "H", "H", "H", "S", "C", "N", "C", "C", "N", "C", "C", "C", "C", "C", "C", "C", "C", "S", "C", "C", "C", "C", "C", "C", "C", "H", "H", "H", "H", "H", "H", "H", "H", "H", "H", "H", "H", "H", "H", "H", "H", "H", "H", "Br", "C", "C", "C", "N", "C", "C", "C", "C", "C", "Br", "C", "C", "N", "H", "H", "H", "H", "H", "H"],
  "xyz": [[-0.50689, 0.47870, 2.05541], [-3.86297, -0.50988, -1.84002], [-5.07998, 0.14241, -1.65780], [-5.16419, 1.15298, -0.72831], [-4.02742, 1.50868, 0.02441], [-2.86780, 0.86056, -0.13875], [-2.79791, -0.10504, -1.05785], [-4.20898, 2.53981, 0.93019], [-3.25088, 3.14340, 1.56823], [-1.90020, 2.99503, 1.54628], [-1.36172, 3.85973, 2.46624], [-0.15398, 3.98527, 2.89742], [0.94552, 3.28581, 2.41294], [1.76174, 2.63486, 3.35283], [2.86033, 1.92533, 2.91885], [3.16020, 1.91577, 1.56099], [2.32275, 2.61790, 0.71363], [1.23470, 3.28241, 1.10857], [-2.44798, 4.67845, 3.08685], [-2.43181, 5.67935, 4.03752], [-3.65510, 6.22772, 4.41233], [-4.84722, 5.77241, 3.84972], [-4.84810, 4.75716, 2.89762], [-3.62711, 4.22694, 2.53069], [-3.73520, -1.30447, -2.56326], [-5.95017, -0.13613, -2.24147], [-6.08207, 1.69586, -0.54999], [-1.82987, -0.57981, -1.17076], [1.47767, 2.66173, 4.39564], [3.45933, 1.36730, 3.62657], [4.00296, 1.36655, 1.16469], [2.52183, 2.63488, -0.35344], [-1.49730, 6.01307, 4.47000], [-3.68650, 7.01680, 5.15412], [-5.78437, 6.21630, 4.16405], [-5.76257, 4.38534, 2.45381], [1.38594, -4.34278, 3.22376], [1.77757, -2.89707, 2.96008], [3.20080, -2.61184, 3.39052], [1.74739, -2.64620, 1.53705], [0.76245, -1.90049, 3.60965], [1.19149, -0.75973, 3.88777], [-0.42531, -2.29874, 3.68150], [2.09605, -5.02325, 2.74720], [0.38619, -4.53343, 2.83428], [1.36852, -4.54487, 4.29713], [3.89493, -3.26394, 2.85150], [3.31563, -2.78646, 4.46126], [3.44019, -1.57034, 3.18561], [0.81898, -2.66761, 1.25295], [-1.60189, -2.72738, 0.91239], [-1.75624, -3.99351, -0.11658], [-2.64046, -4.99990, 0.04724], [-2.38393, -6.28005, -0.59956], [-0.88858, -6.49167, -0.67886], [-0.32565, -5.39811, -1.45773], [0.78555, -5.69803, -2.34796], [2.02782, -6.07032, -1.57315], [2.79910, -7.16309, -1.94617], [3.96587, -7.47058, -1.25705], [4.36440, -6.68567, -0.18578], [3.59012, -5.59703, 0.19810], [2.42590, -5.29343, -0.48810], [-0.80119, -4.15105, -1.28703], [-0.44497, -2.86212, -2.24540], [-3.64580, -4.98071, 1.11369], [-3.21548, -5.74776, 2.34394], [-3.67542, -7.04778, 2.53804], [-3.26583, -7.79341, 3.63501], [-2.39013, -7.23714, 4.55543], [-1.94018, -5.93515, 4.37912], [-2.34962, -5.18716, 3.28508], [-2.82596, -6.31012, -1.60116], [-2.83782, -7.06296, 0.00617], [-0.65660, -7.42532, -1.19177], [-0.45400, -6.53402, 0.32555], [0.95668, -4.80829, -2.95373], [0.49744, -6.51372, -3.01657], [2.48941, -7.77512, -2.78648], [4.55984, -8.32476, -1.55695], [5.27319, -6.92207, 0.35301], [3.88690, -4.97507, 1.03334], [1.83853, -4.43811, -0.17353], [-4.55153, -5.43026, 0.69945], [-3.85235, -3.93941, 1.34944], [-4.37403, -7.47851, 1.82721], [-3.63514, -8.80226, 3.77155], [-2.06685, -7.81300, 5.41359], [-1.26662, -5.48424, 5.09663], [-1.99382, -4.16847, 3.17746], [2.98452, -3.04402, -5.01255], [2.73301, -1.98507, -3.46054], [3.21880, -2.42518, -2.24767], [2.94490, -1.64285, -1.13138], [2.26448, -0.50329, -1.17919], [1.82460, -0.08883, -2.36567], [2.03012, -0.79995, -3.54524], [1.08423, 1.20619, -2.38068], [1.37263, 2.15730, -3.35247], [0.69158, 3.35985, -3.28633], [1.05798, 4.70705, -4.57106], [-0.23212, 3.58642, -2.29049], [-0.45524, 2.55964, -1.37712], [0.17879, 1.39268, -1.42184], [3.76733, -3.35189, -2.15777], [3.26781, -1.95973, -0.14741], [1.61932, -0.45328, -4.48280], [2.12039, 1.97453, -4.11107], [-0.75799, 4.52558, -2.20237], [-1.16007, 2.68492, -0.56243]],
  "forces_ev_per_a": [[-0.15, -0.29, -0.53], [0.01, 0.02, -0.02], [0.00, -0.01, 0.00], [-0.02, 0.01, 0.00], [0.02, 0.02, -0.02], [-0.04, 0.04, 0.04], [0.00, -0.01, 0.03], [0.01, -0.01, -0.01], [0.01, 0.05, 0.00], [-0.05, 0.20, 0.09], [-0.04, 0.10, 0.05], [0.01, 0.09, 0.01], [-0.02, 0.13, 0.01], [-0.02, 0.02, 0.00], [-0.04, 0.00, 0.00], [-0.03, 0.01, -0.01], [-0.03, 0.02, 0.00], [-0.01, 0.08, 0.00], [0.02, 0.00, -0.01], [0.00, 0.01, 0.00], [0.00, 0.00, 0.00], [0.00, 0.00, 0.00], [0.00, 0.00, 0.00], [-0.01, 0.00, -0.01], [0.00, 0.00, 0.00], [0.00, 0.00, 0.00], [0.00, 0.00, 0.00], [0.01, -0.02, 0.01], [0.01, 0.00, 0.00], [-0.01, -0.01, 0.00], [-0.01, -0.01, 0.00], [-0.01, 0.00, 0.00], [0.00, 0.00, 0.00], [0.00, 0.00, 0.00], [0.00, 0.00, 0.00], [0.00, 0.00, 0.00], [0.00, 0.01, 0.00], [0.01, 0.02, 0.03], [0.00, 0.00, -0.01], [-0.04, -0.10, 0.02], [0.13, -0.14, 0.05], [0.25, -0.25, 0.33], [-0.01, 0.07, -0.06], [0.02, 0.00, -0.01], [0.00, 0.00, 0.00], [0.00, -0.01, 0.00], [0.00, 0.00, 0.00], [0.00, 0.00, 0.00], [0.00, 0.00, 0.00], [0.00, 0.03, 0.01], [-0.10, 0.06, -0.14], [0.09, -0.12, 0.16], [0.04, -0.02, -0.02], [-0.02, 0.01, -0.01], [0.01, 0.00, 0.02], [0.05, 0.05, 0.03], [-0.02, -0.02, 0.02], [0.00, 0.01, 0.01], [0.02, 0.01, -0.02], [-0.01, 0.00, -0.01], [0.00, 0.01, 0.00], [0.01, -0.01, 0.01], [-0.02, 0.00, -0.01], [-0.10, -0.03, -0.10], [-0.01, 0.02, 0.05], [-0.01, 0.02, 0.00], [0.02, 0.01, 0.02], [0.01, -0.01, 0.00], [0.00, 0.00, 0.00], [0.00, 0.00, 0.00], [0.00, 0.00, 0.01], [-0.05, 0.01, -0.03], [0.00, 0.00, 0.00], [0.01, 0.00, -0.01], [0.00, 0.00, 0.00], [0.00, 0.00, 0.00], [0.02, -0.01, -0.01], [-0.01, 0.00, 0.00], [0.00, 0.00, 0.00], [0.00, 0.00, 0.00], [0.00, 0.00, 0.00], [0.00, 0.00, 0.00], [0.00, 0.02, 0.01], [-0.01, 0.00, 0.00], [0.01, -0.01, 0.00], [0.00, 0.00, 0.01], [0.00, 0.00, 0.00], [0.00, 0.00, 0.00], [0.00, 0.01, -0.01], [0.04, 0.01, -0.01], [0.00, 0.00, 0.00], [0.01, 0.01, -0.01], [0.01, 0.00, 0.02], [0.00, 0.00, 0.00], [0.01, 0.00, -0.01], [-0.02, 0.00, 0.05], [0.00, 0.01, -0.01], [-0.08, -0.03, -0.06], [0.01, -0.02, 0.00], [-0.01, 0.02, -0.01], [0.00, 0.00, -0.01], [0.02, -0.04, -0.01], [-0.02, 0.01, 0.03], [0.11, -0.04, 0.04], [0.00, -0.01, 0.01], [-0.01, -0.01, 0.01], [0.00, 0.00, -0.01], [0.01, 0.01, 0.00], [-0.01, 0.00, 0.00], [0.01, 0.02, 0.01]],
  "mulliken_charge": [1.343, -0.921, -0.486, -0.487, 0.146, 0.339, -1.135, -0.644, 0.145, -0.182, -0.388, -0.545, -0.389, -0.219, -0.096, -0.479, -0.256, -0.102, 0.118, 0.011, -0.622, -0.623, -0.066, -0.062, 0.464, 0.361, 0.486, 1.122, 0.354, 0.256, 0.350, 0.409, 0.525, 0.383, 0.387, 0.529, -1.153, 2.422, -1.930, 0.657, -0.618, -0.728, -0.518, 0.295, -0.087, 0.465, 0.341, 0.448, 0.227, -0.680, 0.000, -0.180, 0.343, -0.821, -0.579, 0.309, -1.540, 0.915, -0.608, -0.641, -0.743, -0.514, 0.174, -0.168, -0.123, -1.889, 0.581, -0.312, -0.686, -0.413, -0.603, -0.258, 0.293, 0.428, 0.603, 0.200, 0.216, 0.403, 0.368, 0.366, 0.428, 0.358, 0.547, 0.512, 0.625, 0.409, 0.375, 0.375, 0.447, 0.683, -0.195, -0.436, -0.505, -0.568, 0.030, 0.438, -0.501, 0.348, -0.747, -0.438, -0.214, -0.804, -0.265, 0.318, 0.638, 0.597, 0.543, 0.603, 0.534, 0.580]
}

{
  "formula": "CHBr2O2S",
  "method": "ωB97M-V/def2-TZVPD",
  "charge": -1,
  "homo_energy_ev": -3.73,
  "e_tot_ha": -5735.39619,
  "spin_multiplicity": 1,
  "homo_lumo_gap_ev": 7.09,
  "elements": ["C", "O", "O", "S", "Br", "Br", "H"],
  "xyz": [[-0.89581, -0.26200, 0.67391], [1.72125, 0.17150, 0.16796], [0.08312, 2.02613, -0.14014], [0.19740, 0.61560, -0.47957], [-0.51293, -2.11753, -0.05996], [-2.62580, 0.27625, -0.09062], [2.03277, -0.70995, -0.07159]],
  "forces_ev_per_a": [[0.72, -0.09, 0.16], [-0.44, 0.64, 0.32], [0.25, 0.48, 0.31], [0.70, -0.56, -0.50], [-0.12, -0.40, 0.09], [-0.52, 0.00, -0.13], [-0.60, -0.06, -0.25]],
  "mulliken_charge": [-0.173, -0.495, -0.513, 0.435, -0.330, -0.244, 0.320]
}